Entry 1:
{"formula": "C37H59BClF5N16O6P", "method": "the ωB97M-V functional and the def2-TZVPD basis", "energy_ha": -4098.28922, "total_charge": 1, "symbols": ["C", "C", "O", "B", "O", "N", "C", "N", "C", "P", "O", "Cl", "C", "C", "F", "F", "C", "F", "F", "F", "N", "C", "O", "C", "O", "C", "C", "O", "H", "H", "H", "H", "H", "H", "H", "H", "H", "H", "H", "H", "H", "H", "H", "H", "H", "H", "H", "H", "C", "C", "N", "H", "H", "H", "C", "C", "N", "H", "H", "H", "C", "C", "N", "H", "H", "H", "C", "C", "N", "H", "H", "H", "C", "C", "N", "H", "H", "H", "C", "C", "N", "H", "H", "H", "C", "C", "N", "H", "H", "H", "C", "C", "N", "H", "H", "H", "C", "C", "N", "H", "H", "H", "C", "C", "N", "H", "H", "H", "C", "C", "N", "H", "H", "H", "C", "C", "N", "H", "H", "H", "C", "C", "N", "H", "H", "H"], "coordinates": [[2.9075, 3.3869, -0.4991], [2.0716, 4.2817, -1.3579], [1.1082, 3.5464, -2.1648], [1.6331, 2.8690, -3.1301], [2.7874, 3.2263, -3.7610], [0.9624, 1.6056, -3.6846], [0.9650, 0.5337, -3.0036], [1.6109, 0.5154, -1.7625], [0.8741, -0.6105, -1.0778], [1.5825, -1.1724, 0.5418], [3.1691, -1.2388, 0.1923], [1.3654, 0.4057, 1.8468], [0.9230, -1.5560, -2.2627], [0.3453, -2.9391, -2.0652], [1.2539, -3.6071, -1.3799], [-0.7289, -2.9511, -1.3413], [0.0907, -3.7303, -3.3933], [0.5733, -4.9329, -3.3299], [0.6566, -3.1705, -4.4049], [-1.1751, -3.8633, -3.5635], [0.4206, -0.6575, -3.3369], [-0.9856, -0.6719, -3.6509], [-1.6968, -0.5938, -2.4962], [-3.1038, -0.4524, -2.7116], [-3.4116, 0.8585, -2.7966], [-3.1622, 1.5078, -1.5807], [-4.3981, 1.6802, -0.6710], [-5.5769, 1.3333, -1.3770], [3.5816, 3.9803, 0.0839], [2.2745, 2.8848, 0.2118], [3.4508, 2.6320, -1.0466], [1.5003, 4.9045, -0.6990], [2.6771, 4.9606, -1.9298], [3.4596, 2.5739, -3.5285], [0.5089, 1.5983, -4.5940], [2.5751, 0.2257, -1.9291], [-0.0753, -0.1461, -0.8845], [3.4484, -2.1132, 0.4838], [1.9824, -1.7106, -2.4217], [-1.1970, 0.1978, -4.2631], [-1.2317, -1.5161, -4.2694], [-3.6246, -0.9735, -1.9226], [-3.3481, -0.9419, -3.6398], [-2.4248, 0.9964, -0.9785], [-2.7370, 2.4603, -1.8269], [-4.2597, 1.0042, 0.1400], [-4.4203, 2.7000, -0.3484], [-5.9450, 0.5702, -0.9264], [2.3966, -1.0504, -6.6187], [1.5590, 0.0901, -6.2890], [0.9060, 0.9843, -5.9899], [2.0616, -1.9252, -6.0659], [2.3655, -1.2971, -7.6774], [3.4362, -0.8736, -6.3504], [-0.8877, 2.6857, 4.9607], [-0.2501, 3.5413, 3.9647], [0.2319, 4.3033, 3.2551], [-1.5283, 3.2599, 5.6203], [-1.5009, 1.9186, 4.4906], [-0.1469, 2.1870, 5.5804], [-4.2132, 2.6428, 3.6366], [-3.3493, 2.3315, 2.5325], [-2.6627, 2.0835, 1.6575], [-3.6700, 3.1483, 4.4325], [-5.0291, 3.2914, 3.3243], [-4.6486, 1.7397, 4.0495], [-6.9558, -1.0164, 3.7230], [-6.5368, 0.0250, 2.8008], [-6.2073, 0.8464, 2.0709], [-7.4081, -0.5876, 4.6155], [-7.6877, -1.6745, 3.2593], [-6.1082, -1.6246, 4.0338], [3.4829, 5.6499, 4.2009], [4.2192, 4.7365, 3.3492], [4.8105, 4.0258, 2.6716], [3.1830, 6.5405, 3.6525], [2.5792, 5.1864, 4.5922], [4.0897, 5.9697, 5.0464], [-3.1821, -5.2552, -0.1663], [-4.2900, -4.5794, 0.4885], [-5.1638, -4.0464, 1.0047], [-2.7779, -6.0488, 0.4592], [-3.4964, -5.7022, -1.1080], [-2.3755, -4.5575, -0.3810], [1.6577, 8.0504, -3.8040], [2.6804, 7.3629, -3.0354], [3.4880, 6.8200, -2.4286], [1.6140, 7.6692, -4.8226], [0.6759, 7.9177, -3.3527], [1.8615, 9.1182, -3.8547], [-1.0439, 1.4727, 9.2407], [-0.6420, 2.6570, 8.5001], [-0.3274, 3.5932, 7.9152], [-0.6174, 0.5746, 8.8079], [-0.7146, 1.5325, 10.2774], [-2.1240, 1.3536, 9.2389], [2.4862, -6.0237, -5.5270], [3.1986, -4.9137, -6.1302], [3.7897, -4.0116, -6.5211], [1.7950, -5.6416, -4.7853], [1.9121, -6.5888, -6.2571], [3.1591, -6.7185, -5.0337], [-3.8738, 4.8402, 8.1255], [-3.8456, 3.5914, 7.3846], [-3.8166, 2.6048, 6.7972], [-4.7440, 4.8869, 8.7779], [-2.9823, 4.9435, 8.7418], [-3.9134, 5.6931, 7.4503], [-0.7969, -3.3336, 9.5590], [-1.6260, -2.1718, 9.2866], [-2.2804, -1.2547, 9.0721], [-1.1069, -3.8254, 10.4789], [-0.8665, -4.0593, 8.7511], [0.2486, -3.0504, 9.6665], [4.3798, -10.0268, -6.6843], [3.2623, -9.5155, -5.9090], [2.3787, -9.1120, -5.2988], [4.8076, -10.9099, -6.2139], [4.0630, -10.3021, -7.6883], [5.1670, -9.2802, -6.7740], [6.2949, -3.3667, -4.1410], [7.5250, -2.6502, -3.8493], [8.4925, -2.0808, -3.6184], [6.2027, -4.2562, -3.5193], [5.4222, -2.7424, -3.9580], [6.2576, -3.6849, -5.1809]], "atomic_forces_ev_per_a": [[-0.6, -0.3, 0.1], [0.0, 0.6, 0.6], [-0.7, 0.5, 1.4], [0.3, -0.7, -1.5], [0.6, -0.4, 0.1], [-0.6, 1.4, 1.6], [0.5, 0.6, 0.6], [0.1, -0.5, 0.1], [1.9, 1.5, 0.5], [-1.0, -1.0, 0.8], [0.0, 0.3, -0.5], [0.2, 0.0, -0.9], [-0.8, 0.1, 0.5], [0.6, 0.6, -1.8], [1.7, -1.0, 0.9], [-2.2, 0.1, 1.1], [0.3, -0.1, 2.2], [1.0, -2.1, 0.8], [0.9, 1.6, -2.2], [-2.8, 0.3, -0.8], [0.1, -0.8, 0.2], [0.1, 0.8, -1.4], [-0.5, -0.9, 1.4], [0.2, -0.5, -0.4], [-0.2, 0.2, -0.6], [-0.1, 0.9, 0.9], [0.1, -0.8, -1.4], [-0.2, 0.1, 0.1], [0.6, 0.4, 0.2], [-0.3, -0.4, 0.3], [0.4, -0.2, -0.3], [-0.6, 0.3, 0.3], [0.0, -0.2, -0.6], [0.4, 0.2, -0.6], [0.1, 0.1, -0.3], [0.3, 0.3, 0.4], [-0.8, -0.5, 0.2], [0.4, 0.0, 0.1], [0.3, -0.3, -0.4], [0.2, 0.4, -0.4], [-0.1, -0.7, -0.1], [0.1, -0.1, 0.6], [-0.3, -0.1, -0.6], [0.4, -0.2, -0.1], [0.2, 0.6, -0.2], [-0.2, -0.1, 0.9], [-0.3, 0.5, 0.4], [-0.3, 0.1, 0.0], [0.1, -0.3, 0.0], [0.1, 0.0, -0.2], [0.0, -0.7, -1.9], [-0.1, 0.0, 0.0], [-0.1, 0.1, 0.0], [0.0, 0.1, 0.0], [-0.1, -0.4, -0.1], [-0.2, 0.1, 0.4], [0.1, -0.1, -0.2], [0.1, 0.2, 0.0], [0.1, 0.0, -0.2], [0.1, 0.1, 0.0], [-0.4, 0.4, 0.6], [-0.3, 0.1, 0.3], [0.8, -0.3, -0.7], [0.1, -0.1, -0.1], [0.0, 0.0, -0.2], [0.0, -0.1, 0.0], [-0.1, -0.3, 0.3], [-0.1, -0.1, 0.0], [0.0, 0.0, -0.1], [0.0, 0.1, 0.0], [0.0, 0.0, -0.1], [0.1, 0.1, -0.1], [-0.3, 0.3, 0.4], [0.0, 0.0, 0.0], [0.0, -0.2, -0.1], [0.0, 0.0, -0.1], [0.0, -0.1, -0.1], [0.1, -0.1, 0.0], [0.3, -0.2, -0.2], [0.0, 0.0, 0.0], [-0.1, 0.1, 0.1], [-0.1, 0.0, 0.1], [-0.1, 0.0, 0.0], [-0.1, 0.1, 0.1], [-0.3, 0.2, -0.2], [0.1, 0.1, 0.0], [0.1, 0.2, -0.1], [0.1, -0.1, 0.0], [0.0, -0.1, 0.1], [0.1, 0.0, 0.1], [0.0, -0.1, 0.3], [0.0, 0.0, 0.1], [0.0, 0.1, 0.0], [0.0, 0.0, -0.2], [0.1, 0.1, 0.0], [0.0, 0.0, -0.1], [-0.3, -0.2, 0.0], [0.1, 0.0, 0.2], [0.0, 0.2, -0.1], [0.1, 0.0, -0.1], [0.1, 0.0, -0.1], [0.1, 0.1, 0.0], [0.0, 0.4, 0.3], [0.0, -0.1, 0.0], [0.0, 0.1, 0.1], [-0.1, -0.1, 0.0], [0.1, -0.1, -0.1], [0.0, -0.1, -0.1], [0.2, -0.3, 0.1], [0.0, 0.0, 0.0], [-0.1, -0.1, 0.0], [-0.1, 0.1, 0.0], [-0.1, 0.1, -0.1], [0.0, 0.1, 0.0], [0.3, -0.2, -0.2], [0.0, -0.1, 0.0], [0.0, 0.0, 0.0], [-0.1, 0.0, 0.1], [-0.1, 0.0, 0.0], [-0.1, 0.1, 0.1], [-0.3, -0.3, -0.1], [0.0, 0.0, 0.0], [0.1, 0.1, 0.0], [0.1, 0.0, 0.1], [0.1, 0.1, 0.0], [0.1, 0.1, 0.0]]}

---

Entry 2:
{"formula": "C21H21ClN2O3S", "method": "the ωB97M-V functional and the def2-TZVPD basis", "e_above_lowest_kj_mol": 400.3, "energy_ha": -2006.32363, "total_charge": 0, "symbols": ["O", "Cl", "O", "O", "S", "C", "C", "C", "C", "C", "C", "C", "C", "C", "C", "C", "C", "C", "C", "C", "C", "C", "N", "N", "C", "C", "C", "C", "H", "H", "H", "H", "H", "H", "H", "H", "H", "H", "H", "H", "H", "H", "H", "H", "H", "H", "H", "H", "H"], "coordinates": [[-2.7821, -1.6487, 1.1654], [-0.3128, -0.9255, 5.2447], [-5.0482, -1.3918, 1.2289], [3.7848, 1.3263, 2.0482], [-2.9206, 1.9658, -2.0332], [-3.8356, -1.1802, 0.6636], [-4.2807, 2.0878, -1.0430], [-4.6027, 1.0657, -0.1508], [-3.6770, -0.0779, -0.2412], [-2.6939, 0.2316, -1.2191], [-0.9688, -2.9013, -2.4037], [-1.1443, 1.8791, 2.5616], [-1.2570, 1.0166, 3.6684], [-1.8847, -2.0208, -1.8566], [0.3721, -2.5825, -2.5755], [-0.3584, -0.2577, -2.1421], [0.0480, 2.0096, 1.8730], [1.0286, 0.3574, 3.2839], [-0.1850, 0.2597, 4.0804], [-1.6322, -0.6480, -1.7328], [0.7047, -1.1655, -2.4300], [1.2005, 1.3353, 2.2684], [1.9641, -0.4242, -2.7463], [3.7746, 0.4270, -0.5399], [3.3308, -0.9216, -2.5343], [3.9890, -0.8802, -1.1852], [2.4317, 0.7671, -0.0011], [2.4979, 1.6020, 1.3885], [-4.7517, -2.2171, 1.7265], [4.0230, 1.9223, 2.8323], [-4.8733, 2.9632, -1.0404], [-5.5687, 1.1071, 0.4474], [-1.2609, -4.0031, -2.5142], [-1.9817, 2.4619, 2.0533], [-2.2847, 0.8849, 4.0508], [-2.8100, -2.4056, -1.4139], [1.1584, -3.2951, -2.8650], [-0.0814, 0.7604, -1.9999], [0.0763, 2.7399, 1.0745], [1.9099, -0.2151, 3.4993], [1.9369, 0.4202, -3.2421], [4.4585, 0.5407, 0.2320], [4.0546, -0.4283, -3.2677], [3.3692, -1.9454, -2.8590], [5.0742, -0.9574, -1.3400], [3.7225, -1.6819, -0.5301], [1.9615, 1.4888, -0.6732], [1.8390, -0.0844, 0.1500], [2.4858, 2.6389, 1.0394]], "atomic_forces_ev_per_a": [[-3.1, -0.2, -1.2], [-0.1, -1.0, 1.3], [1.6, -2.0, -0.3], [-0.7, 0.8, 0.9], [0.3, -3.8, 2.0], [4.0, 0.1, 2.6], [-1.3, -0.9, 2.2], [-0.2, 0.5, -1.3], [-0.5, 3.9, -3.2], [-0.4, 0.5, 0.2], [0.3, -2.3, 0.9], [-0.5, 0.3, -1.0], [-1.7, 0.6, -0.7], [-1.0, 0.1, 0.3], [1.2, 2.8, -0.3], [0.7, -0.8, 0.8], [0.1, 0.7, 0.5], [-0.2, 1.5, 0.3], [2.0, 1.1, -3.5], [0.4, -1.2, -0.5], [0.0, 1.2, -1.3], [0.2, -0.8, -0.3], [-0.3, -3.2, 1.7], [0.6, 0.6, 1.1], [0.3, -0.1, -2.0], [-0.1, 1.9, 0.7], [1.9, 1.5, 0.9], [0.3, -1.0, 0.4], [-1.2, 1.2, 0.0], [-1.1, -1.0, -1.9], [-0.4, 0.9, -0.3], [1.7, -0.2, -0.7], [0.4, 1.8, 0.2], [0.7, -1.0, 1.4], [0.9, 0.0, 0.3], [0.2, 0.0, -0.7], [-0.6, 0.3, 0.1], [0.2, 0.8, -0.1], [0.1, -0.1, -0.2], [0.1, -0.5, 0.5], [-0.7, 1.0, -0.4], [-0.7, -0.1, -0.8], [-1.3, -0.1, 0.9], [0.0, -0.8, -0.2], [-0.2, -0.1, 0.0], [-0.6, -0.9, 0.4], [-0.3, -0.4, -0.1], [-1.0, -1.3, 0.1], [0.0, 0.1, 0.6]]}

---

The records above yield orbital gap values of 9.08; 7.60 eV, respectively.